{"formula": "C15H11NO10Ru", "method": "ωB97M-V/def2-TZVPD", "species": ["Ru", "O", "O", "O", "O", "O", "O", "O", "O", "O", "O", "N", "C", "C", "C", "C", "C", "C", "C", "C", "C", "C", "C", "C", "C", "C", "C", "H", "H", "H", "H", "H", "H", "H", "H", "H", "H", "H"], "coordinates": [[0.6026, -0.5616, -1.8280], [4.4718, 0.4179, -0.8849], [2.2208, 3.0814, -0.7890], [-1.9630, 1.4422, -4.4276], [-4.5530, 0.9872, 0.1222], [0.6606, 1.5291, -1.2431], [-0.1819, 0.2231, -3.7725], [2.6941, -0.7656, -1.5716], [0.0439, -2.6226, -0.8452], [0.4743, -0.4659, 0.6676], [-1.6221, -3.3827, 0.4746], [-1.5052, -0.8391, -1.8772], [2.7448, 0.0884, 0.7009], [3.3729, -0.0745, -0.7182], [-1.3568, 0.7245, -3.6558], [-1.9380, -1.3720, -0.7400], [1.8758, 1.3645, 0.8357], [0.5666, 0.7785, 1.3736], [0.7421, 0.3007, 2.8255], [1.7392, -1.0063, 1.0976], [-3.1055, 0.8971, -1.7385], [-2.9658, -0.8059, -0.0254], [1.5848, -0.9860, 2.6281], [-3.5542, 0.3575, -0.5308], [-2.0666, 0.2633, -2.3743], [-1.1119, -2.5920, -0.3051], [1.6019, 2.0674, -0.5358], [3.6025, 0.1106, 1.3697], [-0.2315, 0.0692, 3.2582], [-4.7512, 0.5073, 0.9326], [-0.3143, 1.3837, 1.1756], [-3.2849, -1.2699, 0.9001], [2.5506, -0.9470, 3.1288], [1.8958, -1.9809, 0.6460], [-3.5512, 1.7861, -2.1614], [1.0496, -1.8732, 2.9654], [1.2376, 1.0496, 3.4413], [2.3246, 2.1160, 1.4808]], "atomic_forces_ev_per_a": [[-1.029, 0.595, 0.626], [-0.092, -0.343, -0.351], [-0.472, -0.116, -0.285], [0.310, -0.066, -0.117], [-0.037, 0.106, -0.037], [-0.560, -1.473, -1.718], [1.452, -0.639, 1.088], [-1.475, 0.137, -0.831], [0.646, 0.483, -0.866], [0.119, -0.301, -0.541], [0.214, 0.007, 0.017], [0.915, 1.065, 0.625], [0.171, -0.323, -0.672], [0.199, 0.509, 1.308], [-0.854, 0.136, 0.631], [0.200, -0.411, 0.245], [-0.382, 0.389, -0.754], [0.177, 0.259, 0.332], [-0.071, -0.074, -0.183], [0.493, -0.041, 0.535], [-0.348, -0.034, -0.050], [-0.242, -0.094, -0.144], [-0.126, -0.057, -0.175], [0.259, -0.240, -0.169], [0.218, 0.176, -0.290], [-0.465, 0.419, 0.054], [0.917, -0.098, 1.426], [-0.073, 0.039, 0.117], [0.036, 0.029, 0.067], [-0.019, -0.014, 0.048], [-0.019, -0.059, -0.026], [-0.008, -0.006, -0.004], [0.012, -0.015, 0.011], [-0.074, 0.035, -0.027], [0.048, 0.017, 0.007], [-0.009, 0.028, 0.018], [-0.023, 0.034, 0.010], [-0.008, -0.060, 0.076]], "total_energy_ha": -1480.3746, "gap_ev": [7.525, 7.893], "e_lumo_ev": [1.2, 1.6], "charge": -1, "multiplicity": 2}